A gas-phase ion, C5H10NOS (charge -1) in a non-equilibrium geometry. Source: OMol25; level of theory: ωB97M-V with the def2-TZVPD basis set.

The value obtained for the energy above the lowest of the compared OMol25 structures with the same formula, charge and spin is 4.956 eV. The total energy comes out at -724.571285 Eh. For the LUMO energy, the calculation gives 0.04760 Ha. As for the net charge: -1. The HOMO energy comes out at -2.83 eV.

XYZ file:
```
18
Properties=species:S:1:pos:R:3:mulliken_charge:R:1
H -2.853 -0.316 0.299 0.40
C 1.883 0.990 -0.085 -0.62
C -1.504 -0.279 -1.599 -0.01
H 0.909 -0.888 -0.357 0.30
H 2.088 1.697 0.716 0.24
C 1.221 -0.254 0.475 -0.66
H 1.172 1.491 -0.758 0.19
N -1.097 0.505 0.834 -0.38
H -0.097 -0.918 1.995 0.32
C -1.778 -0.381 0.115 -0.54
C 0.034 0.035 1.472 -0.53
H -1.459 -1.404 0.305 0.29
S 3.405 0.554 -0.915 -0.58
O -1.486 -1.468 -2.032 -0.61
H 0.437 0.739 2.187 0.42
H 1.976 -0.856 0.993 0.43
H -2.262 0.424 -2.007 0.29
H -0.589 0.328 -1.639 0.04
```